C6H9N | ωB97M-V/def2-TZVPD

Output
SMILES: Cc1cc[nH]c1C
ΔE to the lowest compared entry with this formula, charge and spin, kJ/mol: 36.6
Total energy, eV: -7857.780
LUMO energy, eV: 1.06
Total charge: 0
Gap between HOMO and LUMO, eV: 8.960

Atoms and positions in Å:
H: 0.549 2.311 0.731
C: -1.203 -1.205 -0.287
C: 0.043 -0.525 -0.503
H: -2.462 -1.274 1.553
H: 1.901 1.367 -0.034
H: -0.818 0.507 2.361
H: 1.649 1.476 1.735
C: -1.648 -0.893 0.963
H: 1.446 -1.061 -2.086
H: 0.969 0.649 -2.032
C: 1.157 1.403 0.763
C: 0.292 0.197 0.638
H: -0.170 -0.532 -2.583
N: -0.732 -0.042 1.523
C: 0.632 -0.365 -1.871
H: -1.605 -2.014 -0.870

C4H17NO3 | ωB97M-V/def2-TZVPD

Output
SMILES: CCCCN.O.O.O
ΔE to the lowest compared entry with this formula, charge and spin, kJ/mol: 174.9
Total energy, eV: -12054.934
LUMO energy, eV: 0.50
Total charge: 0
Gap between HOMO and LUMO, eV: 10.612

Atoms and positions in Å:
H: 2.272 -1.642 0.166
H: -2.654 1.616 -0.018
H: 0.021 -2.198 0.950
H: -4.409 2.619 2.287
C: 0.110 -1.721 -0.045
H: 0.057 1.222 -0.413
H: 0.736 -1.465 -2.376
O: -4.360 1.786 2.739
H: 5.600 0.962 1.621
O: -3.465 2.087 -0.240
H: 1.641 -0.194 -0.342
C: -0.915 -0.614 -0.362
C: 1.657 -1.652 -1.888
H: 4.231 1.611 1.386
H: -3.312 2.435 -1.167
H: -0.252 -2.591 -0.636
H: -0.300 0.837 0.928
H: -1.920 -0.729 0.065
O: 4.744 0.781 1.303
H: 2.485 -0.969 -2.154
C: 1.486 -1.196 -0.386
H: -3.813 1.295 2.161
H: 1.964 -2.632 -2.200
H: -0.939 -0.458 -1.417
N: -0.665 0.808 0.038

C42H52BiIN8O2S2 | ωB97M-V/def2-TZVPD

Output
ΔE to the lowest compared entry with this formula, charge and spin, kJ/mol: 50.6
Total energy, eV: -96012.200
LUMO energy, eV: -6.58
Total charge: +2
Gap between HOMO and LUMO, eV: 6.073

Atoms and positions in Å:
C: 4.123 2.648 -4.092
H: 1.015 0.979 3.264
H: -2.355 2.095 2.565
H: 3.064 6.046 -5.560
C: -2.458 -1.657 2.360
H: 1.253 -6.469 4.168
H: 1.781 1.199 -3.786
N: -1.869 1.657 -0.115
H: -0.529 2.371 4.583
I: -3.323 -2.122 0.489
C: -1.412 -1.094 4.854
C: -1.155 -2.058 2.648
C: 3.363 5.095 -5.145
H: 4.413 1.686 -3.692
C: 2.421 2.565 2.937
C: -5.432 -4.126 -2.179
C: 0.371 2.806 4.175
S: 1.936 -0.675 1.031
C: 5.057 3.449 -4.724
N: 3.008 1.704 0.722
C: -3.490 3.423 -0.415
H: -0.018 1.691 0.745
H: -3.428 -4.940 -2.394
H: -1.578 1.860 -1.067
H: 2.739 3.938 -1.787
H: -3.792 1.642 1.624
H: 6.081 3.116 -4.809
C: 1.555 -4.208 1.382
H: 2.090 5.711 4.138
C: 2.390 3.154 -1.113
C: 2.743 -4.891 -0.634
H: -5.215 -3.767 -1.169
H: 0.337 -4.020 3.107
H: -1.838 4.830 1.204
H: 3.805 -5.499 -2.345
C: -0.644 -1.751 3.913
H: 3.342 0.679 2.498
H: -7.242 -2.971 -2.287
C: 3.373 1.706 2.133
H: 0.371 -2.040 4.140
H: -3.619 3.276 2.267
C: 2.508 -4.974 2.117
H: -3.327 -0.236 5.291
H: -4.256 -0.737 3.063
H: -4.315 -4.752 -3.922
H: 3.644 4.326 2.845
C: 2.903 -4.938 -2.114
H: 0.795 2.616 -3.367
H: 3.619 3.688 0.569
O: 0.931 -3.406 -0.812
C: 1.703 -4.117 -0.024
H: 2.650 -4.046 4.037
N: -0.324 -2.680 1.708
H: 4.294 -6.154 1.905
S: 1.684 -0.625 -2.156
H: 1.405 4.639 -4.420
C: 3.451 2.828 -0.080
H: 5.402 5.289 -5.762
H: 3.329 -5.673 3.958
C: 0.484 -3.614 2.106
C: 4.678 4.674 -5.252
C: -1.361 3.956 0.774
C: -3.238 -1.011 3.303
C: 0.664 4.139 4.417
C: -4.323 -2.023 -3.857
H: 4.400 2.580 -0.569
H: -0.990 -0.870 5.821
O: 1.276 -5.507 4.177
C: -3.083 2.439 1.834
H: -4.547 -2.420 -4.852
N: 2.106 1.970 -1.894
C: -2.419 2.869 0.524
C: -2.716 -0.730 4.554
H: 2.962 -3.935 -2.531
C: -2.334 -2.726 -2.728
H: -0.014 4.746 4.997
H: -5.920 -5.095 -2.102
C: -5.618 -1.804 -3.080
C: 2.802 3.068 -3.978
C: 2.360 0.702 0.141
C: 3.512 -5.596 1.411
H: 1.475 3.501 -0.617
N: 3.599 -5.562 0.086
C: 2.494 -5.050 3.629
C: 1.795 2.173 -3.299
H: 2.044 -5.431 -2.568
H: -4.203 2.645 -0.667
H: -6.657 -3.528 -3.852
N: -3.501 -3.002 -3.159
H: -0.892 4.259 -0.163
H: -4.019 4.233 0.079
C: 2.428 4.300 -4.500
H: -0.587 3.636 1.474
N: -0.778 1.028 0.550
N: -1.261 -2.477 -2.353
Bi: -0.157 -1.641 -0.395
C: 1.841 4.682 3.931
H: -1.121 0.723 1.459
H: -5.385 -1.362 -2.106
C: -4.122 -4.302 -2.944
H: 4.392 2.087 2.222
H: -6.245 -1.109 -3.635
H: -3.761 -1.094 -3.970
C: 2.057 0.783 -1.298
C: -6.346 -3.130 -2.885
C: 2.714 3.899 3.193
H: -3.055 3.816 -1.330
C: 1.240 2.023 3.433

C7H6S | ωB97M-V/def2-TZVPD

Output
SMILES: C#CC(=S)/C=C\C=C
ΔE to the lowest compared entry with this formula, charge and spin, kJ/mol: 468.2
Total energy, eV: -18185.937
LUMO energy, eV: -1.43
Total charge: 0
Gap between HOMO and LUMO, eV: 7.278

Atoms and positions in Å:
C: 1.041 -0.352 1.046
H: 1.719 -0.805 1.730
H: 1.070 1.392 2.213
S: 1.254 -2.929 0.289
H: -1.645 -0.169 0.225
C: -1.454 0.825 -0.056
C: 0.647 -0.887 -1.374
H: -2.364 1.241 -0.560
C: 0.838 -1.300 -0.021
C: -0.374 1.409 0.446
H: -0.803 -0.992 -3.226
H: -0.374 2.559 0.278
C: -0.202 -0.907 -2.354
C: 0.646 0.915 1.363